C30H23N7O3PtS2SbSe4 | ωB97M-V with the def2-TZVPD basis set

Output
LUMO energy (alpha / beta) = 1.212 / -0.878 eV

Geometry as ORCA input:
```
! RIJCOSX wB97M-V def2-TZVPD def2/J DEFGRID3
* xyz -1 5
Pt -0.44109 -0.21725 -0.02192
Se -1.87826 -4.32101 2.77141
Sb -2.42047 -3.34325 0.65063
Se -2.53756 -0.79478 0.92079
Se 0.02381 -2.44498 -0.86026
Se -4.94805 -3.75794 0.48869
C 1.49729 -1.42229 3.80195
C 0.83514 -1.38747 2.59333
N 0.74657 -0.25440 1.88536
C 1.26646 0.86764 2.36523
C 1.93235 0.92208 3.58238
C 2.06734 -0.25579 4.29595
C 2.50076 2.21752 4.00875
C 1.81658 3.32676 4.28184
C 0.35463 3.49378 4.32170
C -0.19026 4.76842 4.47313
C -1.56576 4.87330 4.50851
N -2.37037 3.81655 4.39304
C -1.75378 2.64739 4.24976
N -0.44727 2.42707 4.22158
H 1.55428 -2.35301 4.34846
H 0.35708 -2.26580 2.17885
H 1.14117 1.76305 1.77326
H 2.58907 -0.25691 5.24474
H 3.58349 2.29705 4.01276
H 2.39563 4.22237 4.47632
H 0.44551 5.63956 4.55442
H -2.04711 5.83880 4.62484
H -2.38883 1.77310 4.14851
N -2.31571 9.44765 1.83372
C -2.12011 8.33510 1.61996
C -1.88795 6.94144 1.35323
C -2.95238 6.04312 1.40440
C -2.72960 4.70235 1.16183
C -1.44540 4.23599 0.86447
C -0.38438 5.14629 0.82172
C -0.60199 6.48943 1.06081
C -1.21363 2.84458 0.61595
C -0.96088 1.68178 0.38785
H -3.94409 6.40021 1.64721
H -3.54350 3.99299 1.23318
H 0.61378 4.78550 0.61294
H 0.22206 7.18980 1.03270
N 1.26129 0.48190 -1.20151
C 2.23168 1.36617 -0.60616
C 2.03531 2.73758 -0.67636
C 2.92672 3.58544 -0.03430
C 4.00377 3.07195 0.67522
C 4.20719 1.69898 0.70975
C 3.32220 0.84232 0.07091
S 5.12785 4.18096 1.54222
O 4.58277 4.23903 2.89592
O 6.41286 3.51184 1.45355
O 5.01791 5.43068 0.81141
H 0.79430 0.93330 -1.99530
H 1.70912 -0.35739 -1.55937
H 1.18730 3.12572 -1.22931
H 2.81609 4.66128 -0.09259
H 5.07283 1.31515 1.23431
H 3.46476 -0.23261 0.11541
S -0.84215 1.81006 -3.51770
C -2.16895 0.97475 -2.93922
N -3.04131 1.61682 -2.09034
C -4.20312 1.08980 -1.67251
C -4.56567 -0.14582 -2.10898
C -3.60823 -0.81903 -2.88981
N -2.46570 -0.30916 -3.27731
H -2.71118 2.50083 -1.72228
H -4.78551 1.68804 -0.98659
H -5.48575 -0.61306 -1.79693
H -3.79278 -1.84730 -3.18938
*
```



C3H3CeCl2NNdO3 | ωB97M-V with the def2-TZVPD basis set

Output
LUMO energy (alpha / beta) = -17.652 / -17.624 eV

Geometry as ORCA input:
```
! RIJCOSX wB97M-V def2-TZVPD def2/J DEFGRID3
* xyz 4 5
Ce -0.11302 2.36355 -0.08862
Nd 0.54604 -1.46478 -0.05033
Cl 0.45531 0.44345 -1.95565
Cl -1.19712 0.16736 1.14781
C 1.10956 -2.65808 1.94730
C 0.26698 4.29690 -1.51516
C 0.55090 4.71444 0.04408
O 1.17242 -3.37283 2.86950
O 0.39204 4.87865 -2.54877
O 0.90828 5.78718 0.41876
N -0.87766 -3.56986 -0.11104
H -1.70497 -3.30016 0.44671
H -0.33072 -4.29045 0.39639
H -1.17806 -3.99535 -1.00099
*
```